{
  "formula": "C4H12NO2",
  "method": "wB97M-V/def2-TZVPD",
  "symbols": ["C", "C", "C", "N", "C", "H", "H", "H", "H", "H", "H", "H", "H", "H", "H", "O", "H", "H", "O"],
  "coordinates": [[-1.01102, -1.95910, -1.57717], [-1.05780, -2.12963, -0.08963], [-0.14854, -1.87781, 0.84259], [0.95691, -1.01927, 0.53009], [2.06981, -0.92258, 1.14299], [-1.08520, -0.91118, -1.85461], [-1.81730, -2.56688, -1.98615], [-0.08320, -2.39481, -1.95576], [-1.94526, -2.60596, 0.28031], [-0.27653, -2.16263, 1.88405], [0.62273, -0.66604, -0.38465], [2.94346, -0.72042, 0.52183], [2.10356, -0.98545, 2.21754], [-1.74853, 4.73461, 0.53628], [-0.45172, 5.35991, 0.01260], [-0.81702, 4.54210, 0.36444], [0.20596, 1.91015, -0.06997], [-0.36424, 1.83112, -1.41099], [0.21069, 1.30742, -0.83053]],
  "forces_ev_per_a": [[0.24, -0.29, 0.44], [-0.12, -0.34, 0.01], [-0.52, 1.28, 1.69], [-1.71, -2.10, -0.74], [0.21, 0.87, -1.18], [-0.13, 0.02, -0.33], [-0.01, 0.43, -0.23], [0.05, 0.24, -0.12], [-0.15, -0.49, 0.21], [0.10, 0.07, -0.18], [2.01, 0.55, -0.27], [-0.11, 0.83, 0.52], [0.15, -0.95, 0.18], [0.23, 0.01, -0.02], [-0.01, 0.02, 0.02], [-0.18, -0.19, -0.05], [0.25, -0.20, 0.14], [0.18, -0.41, -0.29], [-0.48, 0.63, 0.18]],
  "e_homo_ev": -14.2,
  "e_tot_ev": -9919.399,
  "de_lowest_kj_mol": 273.2,
  "charge": 1
}